[1]
{"formula": "C36H36F6N6O6S2Ti", "method": "the ωB97M-V functional and the def2-TZVPD basis", "elements": ["Ti", "C", "C", "C", "N", "C", "C", "C", "C", "C", "C", "C", "N", "C", "C", "C", "N", "C", "C", "C", "C", "C", "C", "C", "N", "C", "C", "H", "H", "H", "H", "H", "H", "H", "H", "H", "H", "H", "H", "H", "H", "H", "H", "H", "H", "H", "H", "H", "H", "H", "H", "H", "H", "C", "C", "C", "N", "C", "C", "H", "H", "H", "H", "H", "F", "C", "F", "F", "S", "O", "O", "N", "S", "O", "O", "C", "F", "F", "F", "O", "C", "O", "C", "C", "C", "C", "C", "C", "H", "H", "H", "H", "H"], "xyz": [[0.5518, 0.1117, 0.0233], [2.9771, 1.2767, -3.3092], [1.7047, 1.9732, -2.8236], [0.4422, 1.1127, -2.8937], [0.5181, -0.0441, -1.9839], [0.4285, -1.2687, -2.4741], [-0.0677, -1.6121, -3.7503], [0.2114, -2.7194, -4.5215], [1.1189, -3.7495, -4.2795], [1.7128, -4.0350, -3.0672], [1.4694, -3.4630, -1.8211], [0.7668, -2.3000, -1.4882], [0.4422, -1.9303, -0.2499], [0.5111, -2.9543, 0.7971], [-0.3669, -2.6038, 1.9999], [-0.1117, -1.1626, 2.4972], [1.0140, -0.5734, 1.7917], [2.2708, -0.8303, 2.1486], [2.6488, -1.6681, 3.1899], [3.9062, -1.8437, 3.7830], [5.0439, -1.0893, 3.6435], [5.2179, -0.0179, 2.7537], [4.4532, 0.3432, 1.6786], [3.2299, -0.2279, 1.2064], [2.8006, -0.1605, -0.0290], [3.7511, 0.4245, -0.9905], [3.4824, 0.0929, -2.4668], [3.7731, 2.0268, -3.3400], [2.8250, 0.9297, -4.3368], [1.5209, 2.8449, -3.4554], [1.8326, 2.3318, -1.8064], [0.3183, 0.7681, -3.9177], [-0.4146, 1.7256, -2.6398], [-0.7683, -0.8967, -4.1662], [-0.2894, -2.7514, -5.4840], [1.3504, -4.4058, -5.1098], [2.4006, -4.8739, -3.0634], [1.9503, -3.9549, -0.9839], [1.5490, -3.0972, 1.1129], [0.1654, -3.9049, 0.3869], [-0.1827, -3.3372, 2.7879], [-1.4005, -2.6785, 1.6891], [0.0629, -1.1347, 3.5722], [-0.9814, -0.5347, 2.2910], [1.8562, -2.2857, 3.5967], [3.9550, -2.6398, 4.5181], [5.8684, -1.3184, 4.3073], [6.1202, 0.5681, 2.8965], [4.8122, 1.1905, 1.1082], [4.7427, 0.0513, -0.7332], [3.7701, 1.5141, -0.8570], [2.8049, -0.7509, -2.5218], [4.4222, -0.2377, -2.9144], [-5.3042, -1.4643, -1.0399], [-5.0994, -0.7828, 0.1513], [-3.8680, -0.8920, 0.7695], [-2.8510, -1.6101, 0.2780], [-3.0660, -2.2482, -0.8712], [-4.2702, -2.2184, -1.5578], [-6.2544, -1.3959, -1.5537], [-5.8731, -0.1573, 0.5772], [-3.6803, -0.3960, 1.7169], [-2.2272, -2.8263, -1.2536], [-4.3806, -2.7578, -2.4900], [-2.7085, 3.9241, 1.5408], [-2.8570, 2.6621, 1.1847], [-4.1183, 2.4536, 0.8060], [-2.5964, 1.8667, 2.2110], [-1.7384, 2.3287, -0.2808], [-1.2673, 0.9241, -0.0577], [-0.7738, 3.3751, -0.2878], [-2.7077, 2.5058, -1.4792], [-3.3978, 1.4479, -2.4388], [-4.8117, 1.3756, -2.2517], [-2.6447, 0.2374, -2.6076], [-3.1960, 2.3641, -4.0419], [-4.2021, 3.2084, -4.2308], [-3.1900, 1.4689, -5.0337], [-2.0465, 3.0438, -4.0864], [0.0617, 1.9611, 2.1097], [1.0492, 2.3001, 1.4790], [1.3225, 1.8090, 0.2853], [2.0883, 3.2118, 2.0416], [2.6578, 2.9065, 3.2704], [3.7121, 3.6712, 3.7490], [4.1829, 4.7468, 3.0067], [3.6019, 5.0580, 1.7826], [2.5622, 4.2833, 1.2911], [2.2816, 2.0586, 3.8325], [4.1714, 3.4219, 4.6986], [5.0043, 5.3455, 3.3822], [3.9678, 5.8979, 1.2043], [2.1018, 4.5002, 0.3337]], "forces_ev_per_angstrom": [[0.6, -0.7, 0.0], [-0.1, -0.1, 0.1], [0.0, -0.3, -0.1], [0.4, 0.0, 0.2], [-0.2, -0.1, -0.7], [0.3, 0.0, 0.1], [-0.2, 0.0, -0.1], [0.1, 0.0, 0.0], [0.0, -0.1, 0.0], [-0.1, 0.0, 0.0], [0.1, 0.0, 0.0], [-0.4, 0.0, -0.1], [-0.3, -0.4, -0.3], [0.0, 0.2, 0.0], [0.2, 0.1, -0.1], [0.0, -0.3, -0.3], [0.1, -0.1, 0.6], [0.3, 0.1, 0.0], [-0.1, 0.0, 0.0], [0.0, 0.2, 0.1], [0.0, -0.2, 0.1], [0.0, 0.0, -0.2], [0.1, 0.1, 0.2], [0.0, -0.5, -0.3], [0.2, 0.1, 0.2], [-0.3, 0.0, -0.1], [0.0, 0.2, 0.1], [0.0, 0.0, -0.1], [0.1, 0.0, 0.0], [0.0, 0.1, 0.0], [0.0, 0.1, 0.1], [-0.1, 0.0, -0.1], [-0.2, 0.0, 0.0], [0.1, 0.0, 0.0], [0.0, 0.1, 0.0], [0.0, 0.0, 0.0], [0.0, 0.0, 0.0], [0.0, 0.0, 0.0], [0.1, 0.0, 0.0], [0.0, -0.1, -0.1], [0.0, 0.0, 0.0], [-0.2, -0.1, 0.0], [0.0, 0.1, 0.1], [0.0, 0.0, 0.1], [0.0, 0.0, 0.0], [0.0, 0.0, 0.0], [0.0, 0.0, 0.0], [0.0, 0.0, 0.0], [0.0, 0.0, 0.0], [0.1, 0.0, 0.0], [0.0, 0.0, 0.0], [0.0, -0.1, -0.1], [0.0, 0.0, 0.0], [-0.1, 0.0, 0.1], [0.0, 0.0, -0.1], [0.2, -0.2, 0.1], [-0.4, 0.0, -0.2], [0.2, -0.1, 0.2], [0.0, -0.1, 0.0], [0.0, 0.0, 0.0], [0.0, 0.0, 0.0], [0.0, 0.0, -0.1], [0.0, 0.1, 0.0], [0.0, 0.0, 0.0], [0.0, 0.1, 0.1], [-0.1, -0.3, -0.1], [0.0, 0.0, 0.1], [0.0, 0.0, 0.0], [-0.7, 0.3, -0.6], [-0.5, 0.7, -0.3], [0.1, -0.1, 0.1], [0.3, -0.5, 0.3], [0.0, 0.0, 0.0], [0.0, 0.0, 0.0], [0.1, 0.1, 0.0], [0.1, 0.0, 0.0], [0.1, 0.0, 0.0], [-0.1, 0.0, 0.0], [-0.1, -0.1, -0.1], [0.4, 0.2, 0.1], [-0.2, 0.2, 0.4], [0.1, 1.2, 0.4], [0.2, 0.0, -0.3], [-0.1, 0.0, 0.1], [0.0, 0.0, 0.0], [0.0, 0.0, 0.0], [0.0, 0.0, 0.0], [0.0, -0.1, 0.0], [0.0, 0.1, 0.0], [0.0, 0.0, 0.0], [0.0, 0.0, 0.0], [0.0, 0.0, 0.0], [0.1, 0.0, 0.0]], "relative_energy_kj_mol": 147.9, "energy_ev": -120233.3541, "largest_force_ev_per_a": 1.27, "homo_ev": -7.511}

[2]
{"formula": "C33H57F3NO18", "method": "the ωB97M-V functional and the def2-TZVPD basis", "elements": ["F", "C", "F", "C", "F", "C", "C", "C", "C", "C", "N", "C", "C", "H", "H", "H", "H", "H", "H", "H", "H", "H", "C", "C", "O", "C", "O", "O", "C", "H", "H", "H", "H", "H", "H", "H", "H", "C", "C", "O", "C", "O", "O", "C", "H", "H", "H", "H", "H", "H", "H", "H", "C", "C", "O", "C", "O", "O", "C", "H", "H", "H", "H", "H", "H", "H", "H", "C", "C", "O", "C", "O", "O", "C", "H", "H", "H", "H", "H", "H", "H", "H", "C", "C", "O", "C", "O", "O", "C", "H", "H", "H", "H", "H", "H", "H", "H", "C", "C", "O", "C", "O", "O", "C", "H", "H", "H", "H", "H", "H", "H", "H"], "xyz": [[-2.6172, -1.2252, -4.4979], [-2.8531, -2.6030, -4.0042], [-3.2630, -2.8140, -2.5688], [-2.7103, -3.8516, -4.8253], [-3.7884, -4.9070, -4.7816], [-1.4023, -4.1837, -5.7584], [-0.7452, -2.8672, -6.5079], [0.4898, -2.2262, -5.6266], [0.4362, -0.6204, -5.2393], [1.6777, -0.0380, -4.3069], [2.7865, -0.9618, -3.8528], [2.9121, -2.4409, -4.1932], [1.7324, -3.1644, -5.1103], [-1.6856, -4.9771, -6.5977], [-0.6232, -4.7406, -5.0549], [-0.3610, -3.2132, -7.5683], [-1.5972, -2.0688, -6.6958], [-0.4585, 0.0520, -5.5924], [1.6891, 1.0899, -3.9647], [3.5374, -0.5540, -3.2475], [3.8339, -3.1003, -3.8185], [1.7592, -4.3199, -5.3805], [1.2297, -5.7332, -0.8517], [2.0787, -6.4324, -1.9001], [3.4687, -6.1338, -1.7229], [4.0824, -6.7725, -0.6941], [3.5604, -7.5659, 0.0716], [5.3706, -6.3522, -0.6455], [6.1019, -6.8684, 0.4637], [1.4273, -4.6561, -0.8527], [0.1661, -5.9001, -1.0412], [1.4579, -6.0961, 0.1546], [1.8002, -6.0642, -2.8930], [1.9135, -7.5158, -1.9003], [6.0533, -7.9613, 0.4990], [5.7217, -6.4341, 1.3935], [7.1488, -6.5744, 0.3473], [-4.2561, -0.3517, -0.9288], [-4.4728, 0.0617, 0.5172], [-3.3942, 0.8786, 0.9885], [-3.3893, 2.1618, 0.5455], [-4.2123, 2.6667, -0.2002], [-2.2926, 2.7781, 1.0514], [-2.1093, 4.1083, 0.5734], [-3.2825, -0.8389, -1.0477], [-5.0405, -1.0393, -1.2561], [-4.2607, 0.5140, -1.5972], [-4.4914, -0.8327, 1.1485], [-5.4325, 0.5728, 0.6543], [-3.0029, 4.7181, 0.7394], [-1.8467, 4.0880, -0.4889], [-1.2793, 4.5571, 1.1264], [6.2900, 5.2189, -0.9846], [5.3153, 4.2648, -0.3149], [5.1207, 3.0857, -1.1053], [6.1353, 2.1841, -1.0789], [7.1738, 2.2907, -0.4477], [5.8077, 1.1569, -1.9012], [6.8416, 0.1870, -2.0487], [5.9628, 5.4505, -2.0036], [6.3719, 6.1496, -0.4168], [7.2884, 4.7795, -1.0648], [4.3384, 4.7512, -0.2267], [5.6366, 4.0011, 0.6992], [7.1752, -0.1907, -1.0771], [7.6797, 0.6193, -2.6041], [6.4411, -0.6521, -2.6246], [-1.5811, -7.9260, 5.1604], [-0.1642, -7.7385, 4.6447], [-0.1293, -6.8083, 3.5556], [-0.2578, -5.4998, 3.8936], [-0.3924, -5.0603, 5.0237], [-0.2414, -4.7664, 2.7533], [-0.4775, -3.3762, 2.9608], [-2.2522, -8.2150, 4.3447], [-1.6117, -8.6957, 5.9361], [-1.9784, -6.9991, 5.5839], [0.2072, -8.6930, 4.2575], [0.5203, -7.4260, 5.4415], [0.2186, -2.9591, 3.6952], [-1.5135, -3.2188, 3.2769], [-0.3239, -2.8593, 2.0093], [-0.4249, 8.4374, 0.8641], [0.7824, 7.9029, 1.6160], [1.9162, 7.7754, 0.7494], [2.5415, 8.9350, 0.4221], [2.2274, 10.0514, 0.8009], [3.5588, 8.6409, -0.4247], [4.2335, 9.7890, -0.9328], [-0.6386, 7.8159, -0.0118], [-1.3061, 8.4560, 1.5109], [-0.2499, 9.4527, 0.4970], [0.5572, 6.8994, 1.9919], [1.0283, 8.5245, 2.4845], [4.5837, 10.4363, -0.1227], [3.5721, 10.3392, -1.6092], [5.1036, 9.4483, -1.5011], [-5.3670, 2.7966, 2.9577], [-6.8271, 2.9106, 2.5529], [-7.6708, 2.1770, 3.4489], [-7.8856, 2.7517, 4.6598], [-7.4336, 3.8200, 5.0375], [-8.6660, 1.9171, 5.3899], [-8.8792, 2.3549, 6.7295], [-5.0717, 1.7453, 3.0402], [-4.7230, 3.2908, 2.2255], [-5.1861, 3.2540, 3.9346], [-6.9609, 2.4693, 1.5598], [-7.1502, 3.9558, 2.4871], [-9.2770, 3.3742, 6.7570], [-7.9444, 2.2891, 7.2947], [-9.6114, 1.6875, 7.1929]], "forces_ev_per_angstrom": [[-0.2, -4.6, 2.3], [-0.3, -3.2, -0.3], [0.7, 1.7, -5.2], [-0.9, 2.5, 0.8], [4.0, 3.1, 0.7], [-0.8, -0.8, -0.3], [0.1, 0.1, 0.4], [1.9, 1.5, 1.7], [4.0, -2.8, 1.8], [-1.5, -3.5, -1.7], [-2.6, -1.8, -2.2], [-3.8, 0.6, -2.1], [0.1, 4.5, 1.3], [0.3, 1.8, 1.9], [-1.7, 1.4, -1.4], [-0.5, 0.7, 2.3], [2.0, -1.5, 0.5], [2.1, -1.4, 0.9], [0.3, -2.7, -0.6], [-0.9, -0.4, -0.8], [-2.2, 2.0, -0.7], [0.2, 2.9, 0.7], [0.1, 0.0, 0.3], [-0.7, -0.1, 0.2], [0.6, -0.3, 0.3], [-0.2, -0.4, 0.7], [0.8, 1.2, -1.3], [-1.1, -0.2, -0.4], [0.5, -0.2, 0.5], [-0.1, -0.1, -0.1], [0.1, 0.0, 0.0], [-0.1, -0.1, -0.2], [0.4, 0.0, 0.0], [0.2, 0.2, 0.1], [-0.1, 0.2, 0.0], [0.0, -0.2, -0.1], [-0.3, 0.1, -0.2], [0.2, 0.2, -0.2], [-0.5, -0.4, -0.4], [0.2, 1.2, -0.1], [-0.2, -0.2, -0.5], [1.1, -0.6, 1.0], [-0.8, -0.6, -0.2], [0.1, 0.6, -0.1], [-0.2, -0.1, 0.1], [0.1, 0.0, 0.1], [-0.1, 0.0, 0.1], [0.2, 0.3, 0.1], [0.2, 0.1, -0.1], [0.1, -0.2, -0.2], [-0.2, 0.1, 0.1], [-0.1, -0.4, 0.0], [0.3, -0.1, -0.2], [0.2, 0.9, 0.4], [0.6, -1.3, -0.2], [0.6, 1.0, 0.6], [-1.6, -0.4, -1.0], [-0.2, 0.4, 0.4], [0.5, -0.4, 0.0], [-0.1, 0.1, 0.2], [-0.1, -0.1, -0.1], [-0.1, 0.0, 0.2], [0.1, -0.4, -0.2], [0.1, -0.1, -0.3], [0.0, 0.2, -0.2], [-0.1, -0.1, 0.2], [-0.1, 0.3, 0.1], [-0.2, 0.3, 0.0], [-0.2, -0.5, 0.6], [0.1, 1.3, -0.1], [-0.3, -0.3, 0.7], [0.3, -0.5, -1.6], [0.1, -0.6, 0.6], [-0.1, 0.5, 0.0], [0.2, -0.1, 0.1], [0.0, 0.0, -0.1], [0.2, -0.1, 0.0], [0.0, 0.4, -0.2], [-0.2, 0.1, -0.2], [-0.2, -0.2, 0.0], [0.2, 0.0, 0.1], [0.0, -0.4, 0.1], [0.0, 0.2, -0.2], [-0.6, 0.2, 0.3], [0.8, 0.6, -0.3], [-0.4, 0.5, 0.1], [0.5, -1.6, -0.5], [-0.8, -0.1, 0.7], [0.4, 0.5, -0.3], [0.0, -0.1, 0.2], [0.1, 0.0, 0.0], [0.0, -0.1, 0.2], [0.3, 0.1, -0.2], [0.1, 0.0, -0.3], [-0.2, -0.1, -0.1], [0.1, 0.0, 0.2], [-0.3, -0.2, 0.2], [0.1, 0.0, 0.4], [0.5, 0.3, -0.3], [-0.4, 0.3, 0.9], [0.4, 0.3, 0.1], [-0.7, -1.4, -0.5], [0.6, 0.6, -0.8], [-0.2, 0.1, 0.6], [0.0, 0.1, -0.1], [-0.2, 0.0, 0.1], [-0.1, 0.0, -0.2], [-0.2, -0.1, 0.3], [0.0, -0.2, 0.2], [0.2, -0.2, 0.0], [-0.1, 0.2, -0.1], [0.2, 0.0, -0.4]], "energy_ev": -81625.1819, "charge": 1, "largest_force_ev_per_a": 5.46, "homo_ev": -11.916}

Calculated values (eV) of gap between HOMO and LUMO for the records, taken in order: 6.6967 6.7655.